No. 1
DFT (the ωB97M-V functional and the def2-TZVPD basis) results for a structure of composition C3H7FN3.

```
14
Properties=species:S:1:pos:R:3:lowdin_charge:R:1
C -2.78854 -0.59353 -0.11275 -0.01
N -0.96005 1.16939 0.04468 0.22
N 1.40694 0.83893 0.63650 0.28
H 2.05274 0.95562 -1.49464 0.11
H 0.34395 1.22288 0.39257 0.04
N 2.21279 0.61724 -0.47088 0.10
H -2.35882 -1.43702 0.44438 0.12
C 1.84810 -0.47370 0.46182 -0.32
F 1.12979 -1.44355 -0.18598 0.06
H 3.17328 0.83725 -0.22282 0.17
H -3.59608 -0.26386 0.54609 0.12
H -3.24606 -0.77929 -1.09031 0.12
H 2.53262 -0.98537 1.10486 0.14
C -1.75066 0.33502 -0.05352 -0.14
```

Results
**Frontier orbital gap (spin up / spin down)**: 5.711 / 8.145 eV
**ΔE to the lowest compared entry with this formula, charge and spin**: 452.03 kJ/mol
**⟨S²⟩**: 2.01
**Net charge**: +1
**Largest force on an atom**: 7.48 eV/Å
**2S+1**: 3

No. 2
DFT (the ωB97M-V functional and the def2-TZVPD basis) results for a structure of composition C3H7FNO.

```
13
Properties=species:S:1:pos:R:3:lowdin_charge:R:1
O 0.61659 1.30278 -2.11687 0.24
C 0.62652 0.84210 0.91123 0.02
H -1.79619 -0.75862 -0.42054 0.09
H 0.61689 0.46582 1.91837 0.10
F 1.12053 -1.23846 -0.03747 0.04
C -1.07971 -0.70910 0.37416 -0.03
H -1.55314 -0.18513 1.31741 0.16
H -0.08420 1.76890 0.80083 0.16
C 0.33981 0.17512 -1.89518 0.12
H -0.96935 -1.77322 0.69024 0.13
N 0.19909 -0.23889 -0.03729 -0.28
H 0.29663 -0.79840 -2.20645 0.13
H 1.66653 1.14711 0.70156 0.11
```

Results
**Frontier orbital gap**: 11.078 eV
**ΔE to the lowest compared entry with this formula, charge and spin**: 379.51 kJ/mol
**Net charge**: +1
**Largest force on an atom**: 7.49 eV/Å

- Which value of largest force on an atom does entry 2 give?
  7.49 eV/Å

- largest force on an atom of number 1 (C3H7FN3)?
  7.48 eV/Å

Repeat the first record exactly.
DFT (the ωB97M-V functional and the def2-TZVPD basis) results for a structure of composition C3H7FN3.

```
14
Properties=species:S:1:pos:R:3:lowdin_charge:R:1
C -2.78854 -0.59353 -0.11275 -0.01
N -0.96005 1.16939 0.04468 0.22
N 1.40694 0.83893 0.63650 0.28
H 2.05274 0.95562 -1.49464 0.11
H 0.34395 1.22288 0.39257 0.04
N 2.21279 0.61724 -0.47088 0.10
H -2.35882 -1.43702 0.44438 0.12
C 1.84810 -0.47370 0.46182 -0.32
F 1.12979 -1.44355 -0.18598 0.06
H 3.17328 0.83725 -0.22282 0.17
H -3.59608 -0.26386 0.54609 0.12
H -3.24606 -0.77929 -1.09031 0.12
H 2.53262 -0.98537 1.10486 0.14
C -1.75066 0.33502 -0.05352 -0.14
```

Results
**Frontier orbital gap (spin up / spin down)**: 5.711 / 8.145 eV
**ΔE to the lowest compared entry with this formula, charge and spin**: 452.03 kJ/mol
**⟨S²⟩**: 2.01
**Net charge**: +1
**Largest force on an atom**: 7.48 eV/Å
**2S+1**: 3

- Number 1 is which compound?
  C3H7FN3